No. 1
DFT (wB97M-V/def2-TZVPD) results for 2 unconnected molecules or ions with the total composition C5H15N2 at a distorted geometry.

```
! wB97M-V def2-TZVPD RIJCOSX def2/J DEFGRID3
* xyz 1 1
C -1.78533 1.89584 0.49064
N -0.57565 1.39897 -0.25832
C -0.00473 2.44518 -1.14940
H -2.23836 1.07606 1.03183
H -1.43739 2.63047 1.21519
H -2.46063 2.37117 -0.21113
H -0.83140 0.54820 -0.75238
H 0.11484 1.08459 0.41818
H -0.78563 3.00040 -1.66243
H 0.57945 1.93829 -1.91424
H 0.58832 3.13326 -0.55606
C -1.16893 -1.46068 0.88458
C 0.06555 -1.69649 0.06430
C 1.33943 -1.50349 0.42654
N 2.45264 -1.85063 -0.33804
H -0.96834 -0.76224 1.70089
H -1.98089 -1.02045 0.29682
H -1.54853 -2.41424 1.24979
H -0.06731 -2.24967 -0.86650
H 1.56663 -1.03628 1.38357
H 3.27773 -1.28019 -0.18775
H 2.21549 -1.89531 -1.32380
*
```

Molecular weight: 103.19 g mol⁻¹
HOMO-LUMO gap: 8.6 eV
Relative energy (zero: lowest compared OMol25 entry of this formula, charge and spin): 30.39 kcal per mole

=====

No. 2
DFT (wB97M-V/def2-TZVPD) results for a molecular structure, C30H34NO9Pt at a distorted geometry.

```
! wB97M-V def2-TZVPD RIJCOSX def2/J DEFGRID3
* xyz -1 5
C 2.48345 -4.13913 0.24416
C 2.86648 -2.75624 -0.35827
C 1.50026 -3.81112 1.39670
C 1.80949 -2.37167 1.78186
H 1.61835 -4.50952 2.21674
H 0.47763 -3.89304 1.03270
C 2.07405 -1.70022 0.41439
H 2.64524 -2.73002 -1.42288
H 3.93382 -2.58182 -0.23961
C 0.79776 -1.32951 -0.32335
H 2.65952 -0.78994 0.54520
H 2.77918 -2.38165 2.29582
C 0.83059 -1.67408 2.65257
C 1.72613 -5.01646 -0.73238
C 3.73659 -4.82001 0.81096
O 3.95084 -4.92331 1.99229
O 1.17214 -4.64033 -1.74043
O 1.67743 -6.28551 -0.28038
O 4.70087 -5.24558 -0.04178
C 4.53313 -5.29331 -1.46196
H 4.12611 -4.37253 -1.86812
H 3.90428 -6.13413 -1.74718
H 5.52909 -5.44581 -1.86452
C 0.89206 -7.20205 -1.06253
H -0.14600 -6.88167 -1.09372
H 0.98034 -8.15957 -0.56314
H 1.27445 -7.26391 -2.07826
O 0.28191 -0.11487 0.11393
H 0.05416 -2.12871 -0.22289
H 1.03433 -1.26880 -1.39307
C 1.35854 -0.79428 3.72019
C -0.61134 -2.00685 2.62285
H -0.80171 -3.05231 2.89672
H -1.04899 -1.86599 1.63156
H -1.17488 -1.37433 3.30167
H 0.69560 0.04991 3.89886
H 2.34734 -0.40538 3.47712
H 1.45733 -1.33203 4.67438
Pt -0.66565 1.33496 -0.50271
C 0.12844 3.64553 -0.40778
C 1.15343 2.82346 0.12323
C 1.64232 2.01991 -0.91287
H 1.45727 2.78725 1.15405
C 0.89178 2.29097 -2.06956
C -0.02492 3.32998 -1.75784
H -0.73724 3.77162 -2.43206
H -0.46280 4.34795 0.15132
H 2.39136 1.25404 -0.81647
H 1.01658 1.81776 -3.02875
C -3.02523 0.71145 -0.70102
C -2.73736 1.70190 -1.66335
C -1.83961 1.14535 -2.59485
H -3.12838 2.70489 -1.67052
C -1.53996 -0.16660 -2.18473
C -2.29326 -0.43659 -1.02280
H -2.25799 -1.34188 -0.44244
H -3.64793 0.84027 0.16405
H -1.44314 1.63677 -3.46456
H -0.85768 -0.84269 -2.67146
O -2.94488 3.24298 2.65017
C -2.50188 3.34327 1.41709
O -1.79886 2.24592 1.01737
C -2.88412 4.67613 0.73027
C -2.67450 5.02374 -0.61649
C -3.02854 6.25524 -1.16489
C -3.62747 7.23750 -0.37954
C -3.86691 6.93860 0.97477
C -3.50629 5.68832 1.51316
N -3.97751 8.50608 -0.94310
O -3.76938 8.73597 -2.09800
O -4.48050 9.35046 -0.26568
H -2.22664 4.38031 -1.27371
H -2.81978 6.43616 -2.21400
H -4.32682 7.67797 1.61561
H -3.71156 5.53082 2.56186
*
```

Molecular weight: 747.68 g mol⁻¹
HOMO-LUMO gap (spin up / spin down): 5.2 / 5.0 eV

=====

No. 3
DFT (wB97M-V/def2-TZVPD) results for 2 unconnected molecules or ions with the total composition C3H9Cl2N2 at a distorted geometry.

```
! wB97M-V def2-TZVPD RIJCOSX def2/J DEFGRID3
* xyz 1 1
C 0.98232 0.63242 -0.98024
C 0.50676 -0.40171 0.11778
C -2.30830 0.25278 0.27780
N -2.60084 0.25588 1.58991
N 0.36009 -1.79134 -0.31259
Cl -2.90520 -1.13013 -0.57291
Cl -2.40460 1.73372 -0.71699
H 1.99564 0.33743 -1.33249
H 1.13543 1.63916 -0.71940
H 0.33257 0.58061 -1.90415
H 0.73469 -0.02232 1.10204
H -2.20469 0.91912 2.16866
H -3.44860 -0.12675 2.06700
H -0.70532 -1.98675 -0.39897
H 0.82589 -2.34896 0.46143
H 0.71752 -1.91345 -1.25057
*
```

Molecular weight: 144.03 g mol⁻¹
HOMO-LUMO gap (spin up / spin down): 7.3 / 9.3 eV
Relative energy (zero: lowest compared OMol25 entry of this formula, charge and spin): 62.84 kcal per mole